8
Properties=species:S:1:pos:R:3 method="wB97M-V/def2-TZVPD" charge=0 e_above_lowest_ev=4.6929 total_energy_ha=-283.0855 e_lumo_ev="-0.7 / -1.0" molar_mass_g_mol=73.05
C -1.3305 0.0951 -0.0738
C 0.0471 -0.1622 0.1520
N -2.4451 0.1647 -0.2448
O 0.2894 -1.4889 -0.0198
O 0.8425 0.5714 0.9815
H 0.6879 0.9146 -1.4933
H 1.2116 -1.5843 0.0562
H 0.6970 1.4895 0.6420